This record from the Open Molecules 2025 dataset describes a gas-phase ion, C3H8NS (charge -1). The level of theory is ωB97M-V/def2-TZVPD.

Last columns: bonded neighbours and bond lengths (Å).
CARTESIAN COORDINATES (ANGSTROEM)
1 C 1.829 0.319 0.480  N2 1.449, H6 1.095, H7 1.095, H8 1.091
2 N 0.629 0.676 -0.249  C1 1.449, C3 1.479, H9 1.013
3 C -0.294 -0.461 -0.456  N2 1.479, C4 1.525, H10 1.096, H11 1.092
4 C -1.768 -0.082 -0.349  C3 1.525, S5 1.822, H12 1.095, H13 1.107
5 S -2.781 -1.415 0.369  C4 1.822
6 H 2.705 0.060 -0.123  C1 1.095
7 H 1.758 -0.539 1.156  C1 1.095
8 H 2.081 1.161 1.127  C1 1.091
9 H 0.125 1.337 0.330  N2 1.013
10 H -0.177 -0.826 -1.483  C3 1.096
11 H -0.118 -1.299 0.220  C3 1.092
12 H -2.131 0.260 -1.324  C4 1.095
13 H -1.858 0.809 0.302  C4 1.107

The lowest unoccupied orbital energy comes out at 3.9 eV. The calculation puts the frontier orbital gap at 0.2264 Eh. As for the charge: -1. As for the SMILES: CNCC[S-].

Here are the Mulliken charges for atoms 1 to 4, given in e: C -0.841; N -0.416; C -0.444; C -0.580

=====

This record from the Open Molecules 2025 dataset describes 14 unconnected molecules or ions with the total composition C50H80N12O6 in a non-equilibrium geometry. The level of theory is ωB97M-V/def2-TZVPD.

Last columns: bonded neighbours and bond lengths (Å).
CARTESIAN COORDINATES (ANGSTROEM)
1 C -1.798 1.570 -4.898  C2 1.508, H5 1.090, H6 1.090, H7 1.090
2 C -1.160 1.014 -6.147  C1 1.508, O3 1.234, C4 1.539
3 O -0.011 1.268 -6.516  C2 1.234
4 C -1.989 -0.081 -6.841  C2 1.539, H8 1.090, H9 1.090, H10 1.090
5 H -1.523 2.619 -4.788  C1 1.090
6 H -1.385 0.938 -4.112  C1 1.090
7 H -2.865 1.372 -4.997  C1 1.090
8 H -2.415 -0.798 -6.137  C4 1.090
9 H -1.493 -0.651 -7.626  C4 1.090
10 H -2.841 0.374 -7.346  C4 1.090
11 C 2.235 1.383 -3.950  C12 1.560, H15 1.090, H16 1.090, H17 1.090
12 C 2.313 -0.096 -4.443  C11 1.560, O13 1.219, C14 1.520
13 O 1.570 -0.976 -4.044  C12 1.219
14 C 3.451 -0.434 -5.390  C12 1.520, H18 1.090, H19 1.090, H20 1.090
15 H 3.243 1.792 -3.884  C11 1.090
16 H 1.755 1.502 -2.978  C11 1.090
17 H 1.647 2.046 -4.585  C11 1.090
18 H 3.591 -1.513 -5.444  C14 1.090
19 H 4.383 0.049 -5.096  C14 1.090
20 H 3.267 -0.074 -6.403  C14 1.090
21 C -6.233 2.163 -3.879  C22 1.518, H26 1.090, H27 1.090, H28 1.090
22 C -6.106 0.849 -3.130  C21 1.518, O23 1.240, N24 1.300
23 O -6.780 -0.121 -3.509  C22 1.240
24 N -5.291 0.700 -2.128  C22 1.300, C25 1.415, H29 1.010
25 C -4.314 1.620 -1.683  N24 1.415, H30 1.090, H31 1.090, H32 1.090
26 H -6.059 3.004 -3.208  C21 1.090
27 H -7.223 2.262 -4.324  C21 1.090
28 H -5.478 2.064 -4.659  C21 1.090
29 H -5.269 -0.119 -1.537  N24 1.010
30 H -3.661 1.041 -1.030  C25 1.090
31 H -4.818 2.385 -1.093  C25 1.090
32 H -3.727 1.965 -2.534  C25 1.090
33 C 1.501 3.597 5.286  C34 1.522, H38 1.090, H39 1.090, H40 1.090
34 C 0.623 2.449 5.763  C33 1.522, O35 1.215, N36 1.312
35 O -0.235 2.069 4.992  C34 1.215
36 N 0.822 1.881 6.930  C34 1.312, C37 1.404, H41 1.010
37 C -0.053 0.915 7.451  N36 1.404, H42 1.090, H43 1.090, H44 1.090
38 H 2.292 3.166 4.672  C33 1.090
39 H 1.997 4.112 6.109  C33 1.090
40 H 0.917 4.283 4.673  C33 1.090
41 H 1.773 1.817 7.265  N36 1.010
42 H -1.081 1.272 7.497  C37 1.090
43 H 0.188 0.440 8.403  C37 1.090
44 H -0.103 0.072 6.762  C37 1.090
45 C 3.117 -3.567 1.184  C46 1.484, H50 1.090, H51 1.090, H52 1.090
46 C 3.769 -2.670 0.198  C45 1.484, O47 1.252, N48 1.294
47 O 4.389 -1.646 0.565  C46 1.252
48 N 3.651 -3.078 -1.025  C46 1.294, C49 1.432, H53 1.010
49 C 4.168 -2.479 -2.218  N48 1.432, H54 1.090, H55 1.090, H56 1.090
50 H 2.317 -3.081 1.743  C45 1.090
51 H 3.915 -3.796 1.890  C45 1.090
52 H 2.706 -4.487 0.768  C45 1.090
53 H 3.129 -3.935 -1.136  N48 1.010
54 H 3.617 -2.979 -3.014  C49 1.090
55 H 5.223 -2.690 -2.395  C49 1.090
56 H 3.996 -1.403 -2.249  C49 1.090
57 C 0.839 3.803 -0.984  C58 1.526, H62 1.090, H63 1.090, H64 1.090
58 C 1.912 4.872 -0.801  C57 1.526, O59 1.248, N60 1.341
59 O 2.109 5.729 -1.686  C58 1.248
60 N 2.681 4.901 0.297  C58 1.341, C61 1.455, H65 1.010
61 C 2.633 3.974 1.418  N60 1.455, H66 1.090, H67 1.090, H68 1.090
62 H 1.141 2.959 -0.364  C57 1.090
63 H 0.770 3.531 -2.037  C57 1.090
64 H -0.085 4.228 -0.592  C57 1.090
65 H 3.268 5.722 0.347  N60 1.010
66 H 1.605 3.835 1.753  C61 1.090
67 H 3.199 4.240 2.311  C61 1.090
68 H 2.963 2.960 1.194  C61 1.090
69 N -2.556 2.190 3.243  C70 1.335, C73 1.369, H74 1.010
70 C -2.293 3.017 2.228  N69 1.335, C71 1.351, H75 1.080
71 C -3.229 2.821 1.273  C70 1.351, C72 1.405, H76 1.080
72 C -4.112 1.819 1.707  C71 1.405, C73 1.378, H77 1.080
73 C -3.543 1.323 2.860  N69 1.369, C72 1.378, H78 1.080
74 H -2.057 2.187 4.121  N69 1.010
75 H -1.440 3.678 2.192  C70 1.080
76 H -3.321 3.445 0.396  C71 1.080
77 H -5.046 1.487 1.278  C72 1.080
78 H -3.852 0.593 3.594  C73 1.080
79 N 4.686 0.584 -1.052  C80 1.384, C83 1.384, H84 1.010
80 C 5.997 0.930 -1.332  N79 1.384, C81 1.426, H85 1.080
81 C 6.069 2.351 -1.428  C80 1.426, C82 1.397, H86 1.080
82 C 4.751 2.798 -1.307  C81 1.397, C83 1.355, H87 1.080
83 C 3.930 1.742 -1.086  N79 1.384, C82 1.355, H88 1.080
84 H 4.415 -0.354 -0.793  N79 1.010
85 H 6.797 0.222 -1.489  C80 1.080
86 H 6.944 2.959 -1.604  C81 1.080
87 H 4.459 3.837 -1.267  C82 1.080
88 H 2.878 1.720 -0.843  C83 1.080
89 N -0.732 0.858 0.529  C90 1.400, C93 1.415, H94 1.010
90 C -0.505 0.132 -0.646  N89 1.400, C91 1.368, H95 1.080
91 C 0.786 -0.315 -0.559  C90 1.368, C92 1.409, H96 1.080
92 C 1.408 0.185 0.602  C91 1.409, C93 1.404, H97 1.080
93 C 0.430 0.877 1.335  N89 1.415, C92 1.404, H98 1.080
94 H -1.581 1.340 0.791  N89 1.010
95 H -1.277 0.132 -1.400  C90 1.080
96 H 1.289 -0.853 -1.349  C91 1.080
97 H 2.428 0.111 0.948  C92 1.080
98 H 0.380 1.297 2.329  C93 1.080
99 N -2.411 -4.116 -2.759  C100 1.360, C103 1.386, H104 1.010
100 C -2.437 -2.757 -2.700  N99 1.360, C101 1.381, H105 1.080
101 C -3.604 -2.362 -3.324  C100 1.381, C102 1.378, H106 1.080
102 C -4.334 -3.471 -3.693  C101 1.378, C103 1.386, H107 1.080
103 C -3.567 -4.578 -3.368  N99 1.386, C102 1.386, H108 1.080
104 H -1.652 -4.701 -2.440  N99 1.010
105 H -1.581 -2.324 -2.202  C100 1.080
106 H -3.851 -1.320 -3.459  C101 1.080
107 H -5.343 -3.500 -4.079  C102 1.080
108 H -3.759 -5.636 -3.474  C103 1.080
109 N -4.543 -3.094 -0.145  C110 1.376, C113 1.379, H114 1.010
110 C -5.586 -3.549 0.628  N109 1.376, C111 1.380, H115 1.080
111 C -5.522 -2.834 1.807  C110 1.380, C112 1.434, H116 1.080
112 C -4.449 -1.887 1.712  C111 1.434, C113 1.332, H117 1.080
113 C -3.993 -1.985 0.464  N109 1.379, C112 1.332, H118 1.080
114 H -4.337 -3.329 -1.105  N109 1.010
115 H -6.304 -4.321 0.396  C110 1.080
116 H -6.171 -2.829 2.670  C111 1.080
117 H -4.139 -1.214 2.498  C112 1.080
118 H -3.204 -1.385 0.035  C113 1.080
119 N -1.863 -1.798 5.154  C120 1.398, C123 1.387, H124 1.010
120 C -1.009 -1.615 4.062  N119 1.398, C121 1.413, H125 1.080
121 C -0.318 -2.824 3.822  C120 1.413, C122 1.425, H126 1.080
122 C -0.819 -3.772 4.760  C121 1.425, C123 1.396, H127 1.080
123 C -1.715 -3.104 5.597  N119 1.387, C122 1.396, H128 1.080
124 H -2.436 -1.042 5.502  N119 1.010
125 H -0.941 -0.646 3.588  C120 1.080
126 H 0.527 -2.900 3.154  C121 1.080
127 H -0.555 -4.812 4.635  C122 1.080
128 H -2.267 -3.468 6.451  C123 1.080
129 N -0.343 -3.376 0.179  C130 1.324, C133 1.402, H134 1.010
130 C -0.846 -4.434 0.797  N129 1.324, C131 1.382, H135 1.080
131 C -0.558 -5.563 0.054  C130 1.382, C132 1.416, H136 1.080
132 C 0.233 -5.151 -1.046  C131 1.416, C133 1.370, H137 1.080
133 C 0.328 -3.786 -0.982  N129 1.402, C132 1.370, H138 1.080
134 H -0.400 -2.423 0.508  N129 1.010
135 H -1.459 -4.240 1.665  C130 1.080
136 H -0.861 -6.564 0.322  C131 1.080
137 H 0.595 -5.810 -1.822  C132 1.080
138 H 0.741 -3.119 -1.724  C133 1.080
139 N 5.406 1.471 2.122  C140 1.338, C143 1.382, H144 1.010
140 C 4.831 0.739 3.082  N139 1.338, C141 1.399, H145 1.080
141 C 4.709 1.488 4.257  C140 1.399, C142 1.407, H146 1.080
142 C 5.407 2.679 3.985  C141 1.407, C143 1.394, H147 1.080
143 C 5.717 2.720 2.627  N139 1.382, C142 1.394, H148 1.080
144 H 5.527 1.277 1.139  N139 1.010
145 H 4.381 -0.198 2.788  C140 1.080
146 H 4.306 1.226 5.224  C141 1.080
147 H 5.540 3.478 4.700  C142 1.080
148 H 6.137 3.518 2.033  C143 1.080

The lowest unoccupied orbital energy comes out at 0.3 eV. The calculation puts the frontier orbital gap at 0.3074 Eh.

Here are the Mulliken charges for atoms 1 to 4, given in e: C -0.120; C 0.574; O -0.576; C -1.074

=====

This record from the Open Molecules 2025 dataset describes 2 unconnected molecules or ions with the total composition C5H15N3. The level of theory is ωB97M-V/def2-TZVPD.

Last columns: bonded neighbours and bond lengths (Å).
CARTESIAN COORDINATES (ANGSTROEM)
1 C 1.580 -0.159 0.155  N4 1.447, H5 1.102, H6 1.090, H12 1.089
2 C 2.081 2.128 0.625  N4 1.447, H7 1.102, H8 1.089, H13 1.089
3 C 0.080 1.140 1.479  N4 1.448, H9 1.089, H10 1.088, H11 1.101
4 N 1.465 0.915 1.118  C1 1.447, C2 1.447, C3 1.448
5 H 1.080 0.074 -0.798  C1 1.102
6 H 2.635 -0.353 -0.040  C1 1.090
7 H 1.601 2.508 -0.291  C2 1.102
8 H 2.020 2.897 1.393  C2 1.089
9 H 0.034 1.908 2.250  C3 1.089
10 H -0.336 0.216 1.875  C3 1.088
11 H -0.534 1.457 0.623  C3 1.101
12 H 1.126 -1.055 0.574  C1 1.089
13 H 3.132 1.934 0.411  C2 1.089
14 C -1.604 -1.344 -0.942  N15 1.396, N16 1.397, C17 1.333
15 N -0.865 -2.157 -1.803  C14 1.396, H18 1.010, H19 1.009
16 N -1.678 -1.844 0.361  C14 1.397, H20 1.010, H21 1.009
17 C -2.180 -0.203 -1.323  C14 1.333, H22 1.074, H23 1.073
18 H -0.098 -2.634 -1.352  N15 1.010
19 H -0.572 -1.683 -2.644  N15 1.009
20 H -1.686 -2.853 0.403  N16 1.010
21 H -2.432 -1.439 0.895  N16 1.009
22 H -2.034 0.194 -2.309  C17 1.074
23 H -2.816 0.351 -0.658  C17 1.073

The lowest unoccupied orbital energy comes out at 0.9 eV. The calculation puts the frontier orbital gap at 0.3226 Eh. As for the SMILES: C=C(N)N.CN(C)C.

Here are the Mulliken charges for atoms 1 to 4, given in e: C -0.885; C -0.923; C -0.826; N -0.154

=====

> What is the frontier orbital gap in the third record?

0.3226 Eh